A structure of composition C29H47HfN4O2P4, computed with the ωB97M-V functional and the def2-TZVPD basis.

For the HOMO-LUMO gap, the calculation gives 6.51 eV. The calculation puts the HOMO energy at -16.16 eV. Its net charge is +3. Its total energy is -79331.9063 eV.

The geometry in XYZ format:
```
87
C29H47HfN4O2P4 (the ωB97M-V functional and the def2-TZVPD basis)
Hf 0.04 0.09 0.66
P -2.12 1.05 -0.72
P 2.72 -0.03 -0.28
P 0.19 2.93 0.37
P 0.24 -2.34 -0.65
O -1.43 -0.74 1.64
O -1.91 -2.09 3.43
N -0.03 0.82 3.02
N 3.66 -1.16 -2.52
N -0.32 -0.46 3.59
N 1.59 -3.01 -2.86
C 4.72 -2.85 -5.55
C 4.62 -1.84 0.74
C 1.88 3.56 0.18
C 4.73 -1.98 -4.50
C 3.89 1.19 -0.94
C -2.28 2.81 -2.88
C 3.66 -3.78 -5.73
C 2.61 -2.96 -3.74
C 1.62 -2.18 -1.84
C -1.65 2.50 -1.68
C 3.58 -0.81 1.17
C -0.48 4.03 1.65
C -1.33 -1.19 2.94
C -3.35 0.12 -1.66
C -3.13 1.65 0.67
C -0.31 4.50 -1.87
C 2.66 -1.24 -1.67
C 2.62 -3.84 -4.85
C 2.49 -1.46 2.02
C 1.76 -4.55 0.22
C -1.93 3.97 -3.57
C -0.39 -4.05 1.43
C -0.64 3.34 -1.18
C -0.96 4.81 -3.07
C -1.19 -2.31 -1.77
C -0.42 -5.02 -0.87
C 0.32 -4.07 0.08
C 4.22 0.31 1.99
C 3.67 -2.02 -3.57
H -3.67 -0.74 -1.08
H -2.54 2.18 1.42
H 3.69 -4.45 -6.57
H -0.69 5.72 -3.60
H -1.51 3.82 1.92
H 2.29 3.25 -0.77
H 2.51 3.20 0.99
H 5.07 0.76 1.48
H 1.74 -0.72 2.35
H -1.49 -4.81 -0.94
H 5.53 -2.84 -6.26
H 0.45 5.17 -1.50
H -4.22 0.78 -1.80
H 4.81 0.66 -1.15
H -3.06 2.18 -3.29
H 1.86 4.65 0.23
H 2.34 -4.03 0.98
H 5.53 -1.27 -4.35
H 1.81 -4.54 -4.96
H -2.99 -0.20 -2.63
H -2.12 -2.48 -1.23
H 5.10 -2.26 1.63
H -0.77 1.48 3.26
H -3.89 2.33 0.28
H 5.41 -1.38 0.13
H -0.32 -6.03 -0.46
H 0.15 -3.45 2.17
H -1.05 -3.09 -2.52
H 2.31 -4.52 -0.73
H 4.06 1.99 -0.23
H -1.23 -1.36 -2.29
H -1.41 -3.67 1.37
H 0.15 4.01 2.54
H 4.59 -0.10 2.93
H 0.01 -5.03 -1.87
H 3.52 1.60 -1.88
H -0.45 -5.07 1.82
H 4.18 -2.66 0.17
H -0.38 -0.50 4.61
H -2.43 4.21 -4.50
H 3.51 1.11 2.24
H -3.61 0.80 1.15
H -0.44 5.04 1.24
H 1.73 -5.60 0.53
H 2.87 -1.85 2.96
H 1.98 -2.28 1.52
H 0.83 1.16 3.45
```

A structure of composition C35H37CdF5OP2Te at a distorted geometry, computed with the ωB97M-V functional and the def2-TZVPD basis.

The relative energy (zero: lowest compared OMol25 entry of this formula, charge and spin) is 1.290 eV. For the HOMO-LUMO gap (alpha / beta), the calculation gives 5.80 / 5.80 eV. The calculation puts the HOMO energy (alpha / beta) at -6.38 / -6.38 eV. Its total energy is -82960.4710 eV.

The geometry in XYZ format:
```
82
C35H37CdF5OP2Te (the ωB97M-V functional and the def2-TZVPD basis)
Te 3.35 -1.15 4.44
Cd 0.57 -0.13 2.05
P 1.06 -1.45 -0.05
P -0.07 1.99 0.74
F 4.62 -0.98 5.86
F 4.03 0.53 3.81
F 2.80 -2.80 5.19
F 2.11 -0.24 5.57
F 4.70 -2.03 3.41
O 2.14 -1.33 3.07
C -3.38 2.26 3.14
C -2.04 1.17 -3.21
C 4.87 -2.85 0.10
C -0.53 -5.21 0.57
C 2.19 5.99 0.39
C 1.08 1.63 3.28
C -1.30 -2.55 1.01
C 2.20 3.57 0.30
C -4.42 2.39 2.21
C 5.16 -3.13 -1.24
C -2.22 -1.82 -2.35
C -4.14 2.57 0.85
C 2.89 4.78 0.25
C 2.66 -2.10 -0.55
C 3.63 -2.34 0.44
C -1.78 2.32 1.30
C -2.06 2.20 2.68
C 0.10 4.78 0.58
C -2.11 -3.60 1.45
C -2.82 2.62 0.41
C 4.22 -2.86 -2.24
C -0.08 -2.83 0.35
C -0.74 -0.94 -4.17
C 0.31 -4.17 0.17
C 0.80 3.57 0.52
C 2.97 -2.33 -1.91
C -4.14 -0.16 -2.76
C -1.03 -1.76 -2.95
C -3.50 -1.52 -3.07
C 0.63 -0.09 -1.13
C -1.75 -4.93 1.19
C -1.51 0.39 -4.39
C -3.17 0.95 -2.53
C 0.80 5.99 0.55
C 0.11 1.15 -0.84
H -2.42 -5.74 1.47
H -5.45 2.34 2.56
H 6.14 -3.54 -1.51
H 2.73 6.93 0.36
H 0.25 6.93 0.63
H 0.97 -0.26 -2.17
H -2.58 2.87 -0.63
H 0.68 2.64 3.13
H -4.97 2.65 0.14
H -0.77 1.07 -4.87
H -2.34 -2.17 -1.31
H 2.24 -2.08 -2.69
H -3.04 -3.38 1.99
H 1.28 -4.40 -0.29
H -1.25 2.02 3.39
H -0.06 1.83 -1.69
H -3.58 2.18 4.21
H -2.30 0.22 -5.14
H -3.36 -1.59 -4.16
H -1.50 2.10 -3.04
H 3.97 4.78 0.11
H 3.39 -2.09 1.48
H 2.18 1.69 3.27
H 5.62 -3.01 0.88
H -0.99 4.78 0.65
H -0.24 -6.24 0.40
H -3.55 1.72 -1.85
H 4.46 -3.04 -3.29
H -4.23 -2.29 -2.78
H -1.61 -1.52 1.20
H 0.78 1.28 4.28
H -0.91 -1.56 -5.08
H -0.22 -2.44 -2.66
H 2.72 2.62 0.14
H -4.82 0.11 -3.59
H 0.34 -0.72 -4.18
H -4.77 -0.25 -1.86
```

The ion C8H14BrN3 with charge +2 at a distorted geometry, computed with the ωB97M-V functional and the def2-TZVPD basis.

The relative energy (zero: lowest compared OMol25 entry of this formula, charge and spin) is 3.268 eV. For the HOMO-LUMO gap (alpha / beta), the calculation gives 2.93 / 3.88 eV. The calculation puts the HOMO energy (alpha / beta) at -13.93 / -13.96 eV. Its net charge is +2. Its total energy is -83013.3776 eV.

The geometry in XYZ format:
```
26
C8H14BrN3 (the ωB97M-V functional and the def2-TZVPD basis)
Br 0.79 -0.76 -2.31
N -2.28 -3.72 -0.71
N 0.54 2.07 0.31
N 2.64 2.23 1.66
C -1.90 -1.51 -1.43
C -1.19 0.67 -0.67
C -1.44 -2.72 -1.03
C 0.60 -0.44 0.53
C -1.12 -0.26 -1.84
C 1.64 2.62 0.85
C 2.55 1.58 2.79
C 0.06 0.76 0.21
H -1.93 0.38 -0.03
H -1.57 0.25 -2.77
H -0.07 -1.30 0.33
H 3.43 1.42 3.39
H 1.54 1.33 3.13
H 3.62 2.54 1.42
H 2.00 3.52 0.18
H -3.02 -3.91 -1.30
H -2.92 -1.29 -1.52
H 1.50 -0.58 1.25
H 0.23 2.67 -0.47
H -1.83 -4.46 -0.19
H -1.42 1.71 -0.99
H -0.44 -2.77 -0.78
```

A cluster of 12 separate species, C54H70N6O30S2 in total at a distorted geometry, computed with the ωB97M-V functional and the def2-TZVPD basis.

The relative energy (zero: lowest compared OMol25 entry of this formula, charge and spin) is 6.390 eV. For the HOMO-LUMO gap, the calculation gives 8.44 eV. The calculation puts the HOMO energy at -9.71 eV. Its total energy is -149145.3789 eV.

The geometry in XYZ format:
```
162
C54H70N6O30S2 (the ωB97M-V functional and the def2-TZVPD basis)
S -17.35 27.43 4.05
S -11.00 22.09 -5.04
O -12.57 27.78 0.99
O -10.13 29.83 6.76
O -14.94 19.10 -0.62
O -7.87 21.24 -0.88
O -16.07 27.42 3.42
O -12.41 21.74 -4.76
O -21.54 19.87 -3.88
O -10.08 21.76 -0.66
O -8.58 29.20 5.19
O -19.89 22.27 -5.68
O -8.59 23.38 -0.39
O -12.14 27.71 -1.16
O -15.25 27.88 -5.90
O -10.44 23.31 -4.40
O -16.78 23.79 0.50
O -7.88 26.47 -4.51
O -21.88 23.14 -5.96
O -10.56 27.43 0.51
O -15.52 23.75 2.17
O -16.24 22.60 5.72
O -13.75 27.23 -7.48
O -7.17 25.69 -2.53
O -13.27 26.76 -5.28
O -17.63 28.03 5.40
O -18.51 27.92 3.00
O -21.42 21.36 -2.25
O -14.69 17.15 0.28
O -15.25 20.70 6.21
O -5.78 26.47 -4.13
O -10.79 22.21 -6.64
N -20.82 23.02 -5.32
N -14.53 18.41 0.30
N -15.66 23.86 0.99
N -20.94 20.47 -2.99
N -16.04 21.38 5.53
N -9.71 29.19 5.78
C -14.65 23.92 -1.31
C -12.58 26.42 4.43
C -6.97 26.11 -3.64
C -17.73 21.06 2.13
C -19.24 24.10 -3.65
C -9.55 27.02 -0.31
C -21.14 25.94 -2.85
C -18.51 27.59 1.68
C -13.26 24.26 0.64
C -14.21 27.29 -6.18
C -9.97 20.60 -4.71
C -10.64 20.47 -0.94
C -12.79 20.96 2.56
C -16.50 19.42 3.99
C -10.96 23.45 -7.34
C -18.70 19.67 -3.80
C -19.91 25.92 -2.27
C -16.55 20.82 4.30
C -13.44 26.97 -3.85
C -13.73 19.08 1.40
C -12.43 23.99 -7.52
C -18.77 28.76 0.64
C -8.80 22.03 -0.76
C -20.52 24.07 -4.24
C -9.30 26.48 -4.17
C -13.99 27.98 0.97
C -12.59 20.20 3.69
C -11.80 27.66 0.01
C -17.89 25.68 4.06
C -17.53 19.72 1.78
C -14.52 24.05 0.10
C -17.36 20.76 -1.63
C -19.43 20.26 -2.77
C -18.93 24.99 -2.64
C -7.30 23.78 0.06
C -12.76 18.86 3.68
C -17.31 19.75 -3.82
C -10.34 26.87 5.29
C -18.75 20.72 -1.66
C -13.48 23.89 -2.11
C -12.12 24.27 -0.18
C -14.58 27.08 -8.69
C -16.88 18.91 2.74
C -17.11 21.64 3.28
C -4.54 26.50 -3.38
C -13.35 18.31 2.54
C -11.32 25.99 4.90
C -10.62 28.23 5.29
C -12.24 24.15 -1.59
C -13.39 20.48 1.40
C -12.81 27.78 4.32
C -21.45 25.06 -3.89
C -16.62 20.33 -2.72
C -11.86 28.66 4.78
H -12.56 18.30 4.58
H -11.28 24.91 4.92
H -10.00 26.52 -5.01
H -17.72 19.44 0.75
H -13.59 17.26 2.56
H -14.16 27.70 -3.49
H -16.90 21.30 -0.82
H -11.35 24.13 -2.20
H -17.73 26.89 1.38
H -4.71 26.41 -2.31
H -10.63 19.82 -0.06
H -22.47 25.13 -4.25
H -19.28 19.28 -4.62
H -18.23 21.77 1.49
H -13.91 27.21 -9.53
H -9.60 27.19 -3.40
H -15.40 27.80 -8.78
H -14.49 27.02 0.91
H -14.93 26.05 -8.71
H -21.96 26.58 -2.56
H -16.07 18.66 4.62
H -18.97 25.78 4.17
H -9.40 26.53 5.69
H -15.53 23.90 -1.94
H -17.40 25.19 4.90
H -11.10 24.41 0.12
H -9.52 25.51 -3.74
H -11.92 29.73 4.63
H -19.04 29.68 1.16
H -10.59 23.43 -8.37
H -10.32 19.98 -3.89
H -12.70 24.21 -6.49
H -13.04 23.13 -7.80
H -13.08 24.34 1.70
H -8.97 21.01 -4.54
H -13.87 26.04 -3.50
H -16.81 19.49 -4.74
H -11.61 20.55 -1.44
H -14.30 28.66 0.18
H -12.64 24.93 -8.03
H -8.75 27.73 -0.54
H -18.00 28.80 -0.13
H -18.52 23.32 -3.84
H -14.32 28.38 1.93
H -17.61 25.31 3.07
H -9.88 26.53 -1.23
H -10.29 24.19 -6.90
H -3.85 25.70 -3.67
H -13.74 21.10 0.60
H -9.13 26.30 0.39
H -19.76 28.66 0.19
H -16.61 17.89 2.53
H -19.77 26.72 -1.56
H -10.07 19.96 -1.71
H -15.55 20.43 -2.76
H -13.75 28.30 4.17
H -13.41 25.76 4.21
H -12.38 27.03 -3.59
H -17.98 24.89 -2.14
H -12.11 20.54 4.60
H -17.15 22.67 3.62
H -4.13 27.50 -3.53
H -19.36 26.91 1.61
H -13.49 23.68 -3.17
H -7.34 24.76 0.54
H -6.78 23.80 -0.90
H -9.93 20.05 -5.65
H -6.91 23.04 0.76
H -19.24 21.10 -0.78
H -12.59 22.02 2.64
```

The molecule C7H7ClN2O at a distorted geometry, computed with the ωB97M-V functional and the def2-TZVPD basis.

The relative energy (zero: lowest compared OMol25 entry of this formula, charge and spin) is 2.049 eV. For the HOMO-LUMO gap, the calculation gives 9.20 eV. The calculation puts the HOMO energy at -8.76 eV. Its total energy is -24920.6284 eV.

The geometry in XYZ format:
```
18
C7H7ClN2O (the ωB97M-V functional and the def2-TZVPD basis)
Cl -0.83 1.24 3.53
O 2.26 -0.70 -2.18
N 0.02 -0.66 -1.83
N 0.83 -0.20 0.20
C -0.24 -0.21 -0.63
C -0.65 0.58 1.89
C -1.73 0.60 1.04
C -1.53 0.18 -0.27
C 0.60 0.33 1.44
C 1.19 -0.93 -2.56
C 0.99 -1.43 -4.01
H -0.94 -0.95 -2.43
H -2.51 0.81 1.49
H 0.27 -2.19 -3.92
H 0.43 -0.77 -4.46
H 1.93 -1.62 -4.45
H -2.30 0.07 -0.86
H 1.53 0.39 2.06
```

The molecule C13H22N2O2 at a distorted geometry, computed with the ωB97M-V functional and the def2-TZVPD basis.

The relative energy (zero: lowest compared OMol25 entry of this formula, charge and spin) is 12.405 eV. For the HOMO-LUMO gap, the calculation gives 8.18 eV. The calculation puts the HOMO energy at -7.87 eV. Its total energy is -20902.0510 eV.

The geometry in XYZ format:
```
39
C13H22N2O2 (the ωB97M-V functional and the def2-TZVPD basis)
O 1.60 -3.70 1.36
O 1.85 -3.50 -1.12
N -3.55 -0.68 -0.29
N 0.20 2.74 -1.08
C 1.44 1.36 0.66
C 1.72 -1.17 1.37
C 1.29 -4.03 -0.03
C 0.98 3.36 -3.36
C 0.33 2.56 0.45
C 1.43 3.37 -1.76
C -0.97 2.32 -1.94
C 1.06 0.27 1.82
C -0.72 -2.47 1.46
C -2.23 -0.44 0.44
C 0.87 -2.49 1.82
C -1.14 -1.67 0.10
C -0.52 2.71 -3.47
H -2.48 -0.39 1.60
H -1.77 -2.43 -0.57
H 0.49 -4.90 -0.23
H -0.26 -1.32 -0.58
H -1.10 -3.59 1.36
H -0.72 2.33 0.96
H 1.96 -1.27 0.23
H -1.21 2.48 -4.39
H -1.29 -2.04 2.41
H -4.19 0.12 -0.02
H 2.44 3.73 -1.29
H -2.00 1.82 -1.65
H 0.72 3.56 0.96
H -1.70 0.55 0.14
H 1.49 0.76 -0.37
H 2.50 1.85 0.78
H -0.07 0.21 2.09
H 1.60 3.71 -4.31
H -3.37 -0.55 -1.31
H 1.62 0.60 2.82
H 2.77 -1.24 1.93
H 0.93 -2.53 3.02
```

The molecule C3H7NO3 at a distorted geometry, computed with the ωB97M-V functional and the def2-TZVPD basis.

The relative energy (zero: lowest compared OMol25 entry of this formula, charge and spin) is 6.175 eV. For the HOMO-LUMO gap, the calculation gives 10.42 eV. The calculation puts the HOMO energy at -9.42 eV. Its total energy is -10852.1924 eV.

The geometry in XYZ format:
```
14
C3H7NO3 (the ωB97M-V functional and the def2-TZVPD basis)
O -2.23 -1.27 -2.03
O 0.73 1.11 0.75
O -0.38 -1.03 0.37
N -1.11 -0.42 -1.72
C 0.36 -0.03 -0.27
C -1.06 0.00 -0.30
C 1.66 0.80 1.76
H -1.76 0.68 0.18
H -2.00 -2.12 -1.62
H 2.67 0.66 1.33
H 1.39 -0.12 2.30
H 1.24 -0.26 -0.86
H -1.18 0.36 -2.36
H 1.68 1.62 2.47
```